Entry from OMol25: a 2-piece molecular cluster, C14H16 overall (the ωB97M-V functional and the def2-TZVPD basis).

Results
2S+1: 2
Max |F| (eV Å⁻¹): 1.5
M (g/mol): 184.3
Total energy (eV): -14768.4428
Expectation value of S²: 0.768
Total charge: +1

```
30
Properties=species:S:1:pos:R:3:nbo_charge:R:1
C 1.049 -1.055 1.132 -0.63
C -2.522 -3.412 1.127 -0.21
C -2.532 -2.135 1.688 -0.21
C -1.367 -3.930 0.575 -0.19
C -1.326 -1.486 1.826 -0.22
C -0.159 -3.223 0.672 -0.21
C -0.122 -1.988 1.305 -0.03
H -3.423 -3.953 0.870 0.22
H -3.471 -1.690 1.976 0.22
H -1.352 -4.827 -0.030 0.22
H -1.248 -0.544 2.354 0.19
H 0.744 -3.771 0.411 0.22
H 0.745 -0.238 0.485 0.19
H 1.856 -1.566 0.613 0.22
H 1.476 -0.781 2.104 0.23
C 2.926 2.270 -0.706 -0.69
C -0.340 2.546 -2.599 -0.16
C 0.998 2.462 -2.361 -0.19
C -1.241 2.523 -1.499 0.04
C 1.494 2.293 -1.033 0.25
C -0.779 2.059 -0.243 -0.20
C 0.553 2.035 0.024 -0.16
H -0.652 2.741 -3.614 0.26
H 1.717 2.709 -3.130 0.25
H -2.283 2.746 -1.702 0.25
H -1.508 1.867 0.533 0.26
H 3.148 2.808 0.219 0.27
H 3.550 2.634 -1.517 0.25
H 0.894 1.684 0.985 0.26
H 3.174 1.224 -0.463 0.29
```